Record 1
{
  "formula": "C17H34B3Br9CaLiNaO11P",
  "method": "ωB97M-V/def2-TZVPD",
  "elements": ["C", "O", "C", "C", "C", "C", "C", "C", "C", "C", "C", "B", "O", "B", "O", "B", "C", "C", "C", "O", "O", "O", "H", "H", "H", "H", "H", "H", "H", "H", "H", "H", "H", "H", "H", "H", "H", "H", "H", "H", "H", "H", "H", "H", "H", "H", "H", "H", "H", "Li", "C", "O", "H", "H", "H", "H", "C", "Br", "Br", "Br", "H", "O", "P", "O", "O", "O", "Na", "Ca", "C", "Br", "Br", "Br", "H", "C", "Br", "Br", "Br", "H"],
  "xyz": [[4.4490, -0.4362, -0.8262], [4.1955, -1.5081, 0.1770], [2.7488, -1.8852, 0.1464], [2.1235, -1.8430, 1.6796], [2.5950, -0.5221, 2.5285], [2.0521, 0.9105, 1.9458], [0.6230, 0.8257, 1.1479], [0.2158, 2.3189, 0.5500], [-0.8708, 2.2613, -0.6861], [-2.4051, 2.5512, -0.0854], [-2.7333, 1.3011, 0.9212], [-4.3164, 0.8759, 1.0227], [-4.6532, -0.2712, 1.9364], [-5.4013, 0.4025, 3.0563], [-6.4293, 1.4356, 2.6758], [-6.6313, 1.1499, 1.2113], [-8.0083, 0.4398, 0.6616], [-7.5607, -0.8025, -0.3183], [-7.4178, -2.2547, 0.4347], [-8.5285, -3.0308, 0.5195], [-6.1861, -2.8199, 1.0156], [-5.4562, 1.5265, 0.3478], [5.5922, -0.1581, -0.7611], [4.1520, -0.8324, -1.9050], [3.8474, 0.5414, -0.5913], [2.7066, -2.9899, -0.2408], [2.2400, -1.1032, -0.5834], [0.9382, -1.9456, 1.6816], [2.5414, -2.8071, 2.2254], [2.2249, -0.6137, 3.6512], [3.7852, -0.5322, 2.5689], [1.8896, 1.6161, 2.8948], [2.8864, 1.3636, 1.2364], [-0.2193, 0.5285, 1.9402], [0.6031, 0.0745, 0.2450], [1.2128, 2.8367, 0.1522], [-0.2292, 3.0449, 1.3558], [-0.5700, 3.1375, -1.4359], [-0.8407, 1.2518, -1.3032], [-2.2736, 3.5203, 0.5989], [-3.1955, 2.7396, -0.9265], [-2.1278, 0.3073, 0.6576], [-2.3898, 1.6326, 2.0126], [-5.1848, 0.0711, 4.1626], [-8.7888, 1.1676, 0.1807], [-8.5245, -0.0607, 1.6141], [-8.4355, -0.9224, -1.1207], [-6.5891, -0.4742, -0.9069], [-6.3395, -3.7535, 1.3735], [3.0112, -2.1143, -2.9904], [-10.2454, -3.5547, 3.4507], [-9.9665, -4.7194, 2.6958], [-10.2470, -3.8115, 4.5127], [-9.4751, -2.8033, 3.2611], [-11.2270, -3.1643, 3.1710], [-9.9717, -4.4606, 1.7586], [8.7735, -0.9398, -2.0338], [7.5590, -2.1523, -1.1177], [8.0359, -0.3150, -3.7219], [9.3198, 0.5372, -0.8916], [9.6768, -1.5112, -2.2715], [10.7350, 2.2687, -5.0465], [10.1731, 2.0647, -6.4630], [11.0667, 2.7951, -7.4789], [8.7457, 2.6320, -6.5344], [10.1444, 0.5631, -6.7923], [9.5730, -0.4398, 1.7051], [0.2730, 4.8035, -1.4247], [6.5250, -3.4891, 4.3422], [5.2321, -4.7522, 3.6230], [8.1913, -4.3620, 4.8377], [6.8228, -1.9922, 3.1360], [6.0937, -3.0783, 5.2611], [-0.0905, 4.8454, -6.7963], [1.4608, 4.7764, -7.9680], [-1.2648, 3.3170, -7.0593], [0.4202, 5.0533, -4.9307], [-0.6608, 5.7382, -7.0731]],
  "forces_ev_per_a": [[0.4774, 0.1552, 1.1063], [-1.4444, 1.3707, -1.8439], [0.2056, 0.3739, 0.5930], [0.1704, -0.3277, 0.2607], [0.2413, -0.1918, 0.2871], [0.0134, -0.0924, 0.0681], [-0.5626, 0.9769, 0.6720], [0.0978, -0.3115, -0.5707], [-0.5231, 0.3323, 0.5995], [1.6456, -0.0950, 0.4393], [0.0130, 0.1330, 0.0667], [-1.1855, -0.4505, -0.0477], [-0.8792, 4.4404, 0.8912], [-1.1001, 0.6627, -3.0334], [2.3409, -3.7124, -2.1625], [0.8505, 1.2483, 0.5702], [0.1357, -1.0837, 1.3594], [-0.0280, 0.2653, -1.0899], [-4.6266, -5.1108, 1.1358], [6.7275, 4.8971, -0.5414], [-2.7458, 1.2955, -1.4179], [0.2574, -2.5055, 3.4503], [-2.4354, -0.8261, -0.4702], [0.7941, 0.8805, 1.6329], [0.8347, -1.9445, -0.5683], [-0.1417, 1.9241, 0.5064], [0.5417, -1.6795, 1.4847], [2.5898, 0.2606, -0.2808], [-0.8229, 2.0108, -1.1041], [0.6693, -0.0873, -2.4328], [-2.6154, 0.1239, -0.1141], [0.5046, -1.3290, -2.3099], [-1.8201, -0.7166, 1.4941], [1.8780, 0.3889, -1.8881], [0.1565, 1.3686, 1.8861], [-1.7770, -1.0462, 0.7858], [0.9821, -1.5002, -1.2842], [-1.6946, -3.6443, 1.0839], [0.0503, 2.1530, 1.2540], [-0.6226, -1.9443, -1.6828], [1.5288, -0.4855, 1.6550], [-1.2225, 2.1969, 0.4917], [-0.7311, -0.9172, -2.2038], [-0.1074, 0.1205, 0.1540], [1.6392, -1.5040, 0.6854], [0.8877, 1.2889, -2.0484], [2.0773, -0.2355, 1.9225], [-1.8869, -1.0074, 1.3176], [-0.5778, 1.8334, -0.8705], [0.0202, 0.0613, 0.0849], [-0.0051, -0.0825, -0.2643], [-0.0042, -0.1353, -0.3535], [0.0080, -0.0515, -0.1856], [-0.0685, 0.2074, 0.1355], [0.0068, 0.2164, 0.1934], [0.1638, -0.1301, 0.4704], [-0.0843, -0.3751, -1.0600], [0.3157, 0.1443, 0.1383], [0.4342, -0.0330, 0.7442], [-0.0689, 0.1455, -0.2267], [-0.3266, 0.2950, 0.1664], [0.1213, -0.3328, -0.6052], [0.0475, -0.0490, 0.0649], [-0.5628, 0.1095, 0.7148], [0.5614, -0.4160, -0.3937], [-0.3962, 0.4518, 0.5885], [-0.0666, -0.2176, 0.0961], [1.1139, 2.1472, 0.0749], [0.0307, -0.4639, 0.4960], [0.4338, 0.4581, 0.1133], [-0.4850, 0.2864, -0.2344], [-0.1275, -0.0577, -0.0548], [0.1907, -0.0816, -0.4569], [-0.1011, 0.2227, -0.6470], [-0.4093, -0.0341, 0.3507], [0.2884, 0.3120, 0.1002], [-0.0192, -0.1425, -0.0641], [0.2288, -0.4074, 0.1250]],
  "lowdin_charge": [-0.119, -0.295, -0.204, -0.159, -0.201, -0.201, -0.213, -0.267, -0.290, -0.189, -0.085, -0.393, 0.089, -0.147, 0.115, -0.343, -0.050, -0.088, -0.231, -0.055, 0.001, 0.154, 0.077, 0.044, 0.105, 0.125, 0.097, 0.130, 0.112, 0.125, 0.100, 0.136, 0.102, 0.122, 0.093, 0.026, 0.109, -0.123, 0.127, 0.110, 0.125, 0.127, 0.141, 0.102, 0.135, 0.141, 0.147, 0.133, 0.144, 0.814, -0.172, -0.139, 0.079, 0.059, 0.078, 0.056, -1.527, 0.593, 0.679, 0.669, -0.004, -0.246, -0.118, -0.167, -0.220, -0.241, 0.539, 0.703, -1.578, 0.592, 0.596, 0.553, -0.014, -1.612, 0.565, 0.532, 0.315, -0.022],
  "charge": 1
}

Record 2
{
  "formula": "C5H13O2",
  "method": "ωB97M-V/def2-TZVPD",
  "elements": ["C", "O", "C", "C", "C", "C", "H", "H", "H", "H", "H", "H", "H", "H", "H", "H", "H", "H", "H", "O"],
  "xyz": [[-0.9322, -1.1932, 1.2687], [-2.2846, -0.9951, 0.9520], [0.0205, -1.0755, 0.0766], [0.5465, 0.3182, -0.3653], [1.7862, -0.0233, -1.2890], [0.8577, 1.4868, 0.5318], [-0.6658, -0.4691, 2.0642], [-0.8158, -2.1449, 1.8451], [-0.4077, -1.7195, -0.7285], [0.9156, -1.6483, 0.3923], [-0.1548, 0.6589, -1.1495], [2.0481, 0.8945, -1.8233], [2.5827, -0.3569, -0.5924], [1.4969, -0.7446, -2.0619], [1.6159, 1.0789, 1.2416], [-0.0134, 1.7358, 1.1711], [1.2796, 2.3590, 0.0480], [-3.1473, 1.4424, -0.8043], [-2.3454, -0.4734, 0.0787], [-2.3828, 0.8690, -0.8559]],
  "forces_ev_per_a": [[-0.5392, 0.6193, 0.8443], [0.1964, -0.8575, -0.3404], [0.6508, -0.6224, 1.5326], [-0.4927, -0.7318, -4.2020], [-0.6466, 0.7567, 1.1957], [-0.0922, -1.7837, 2.2923], [0.3116, 0.2468, -0.2966], [-0.0588, 0.0557, -0.8651], [0.2483, 1.0447, 0.0878], [-0.0122, 0.0868, -0.0035], [-0.3367, 0.1123, 0.8202], [0.4309, -0.0531, 0.1381], [0.0640, -0.0691, -0.8547], [0.2650, -0.2007, 0.4292], [-0.0453, 0.6212, -0.0619], [0.3529, 0.1490, -0.6130], [-0.1604, 0.0155, -0.3523], [-0.2545, -0.0068, 0.0753], [-0.2472, 0.9785, 0.4567], [0.3659, -0.3613, -0.2827]],
  "lowdin_charge": [-0.332, -0.153, -0.177, -0.446, -0.109, -0.092, 0.093, 0.098, 0.129, 0.094, 0.093, 0.058, 0.068, 0.066, 0.074, 0.080, 0.064, -0.144, 0.012, -0.478],
  "charge": -1
}

Record 3
{
  "formula": "C18H54N2O20S4",
  "method": "ωB97M-V/def2-TZVPD",
  "elements": ["C", "O", "H", "H", "H", "H", "C", "O", "H", "H", "H", "H", "C", "O", "H", "H", "H", "H", "C", "O", "H", "H", "H", "H", "O", "S", "O", "O", "C", "C", "C", "H", "H", "H", "H", "H", "H", "H", "H", "O", "S", "O", "O", "C", "C", "C", "H", "H", "H", "H", "H", "H", "H", "H", "O", "S", "O", "O", "C", "C", "C", "H", "H", "H", "H", "H", "H", "H", "H", "O", "S", "O", "O", "C", "C", "C", "H", "H", "H", "H", "H", "H", "H", "H", "C", "N", "O", "O", "H", "H", "H", "C", "N", "O", "O", "H", "H", "H"],
  "xyz": [[1.2655, -1.1547, -0.5246], [1.6800, -0.2628, -1.5197], [2.0877, -1.6714, -0.0296], [0.6259, -0.6896, 0.2255], [0.6116, -1.8855, -1.0006], [2.4084, -0.7454, -1.9172], [1.9590, 4.0441, 0.9084], [1.4700, 3.7332, -0.3362], [1.5560, 3.5633, 1.7998], [3.0225, 3.8133, 0.8455], [2.0867, 5.0985, 1.1533], [1.6721, 2.8187, -0.5468], [7.5393, -2.5551, 1.5403], [8.5751, -3.5435, 1.4250], [6.7209, -2.9345, 0.9284], [7.2980, -2.2509, 2.5588], [7.9154, -1.6844, 1.0032], [9.2085, -3.2927, 0.7486], [7.3208, -2.5374, -3.2182], [6.2411, -1.6930, -2.7892], [7.5664, -3.3411, -2.5240], [6.9258, -2.9011, -4.1668], [8.2145, -1.9431, -3.4083], [6.3709, -0.8509, -3.2315], [0.6044, 3.2263, -8.1928], [0.6490, 4.5134, -7.4909], [1.7780, 5.3821, -7.7259], [-0.8311, 5.2915, -7.8036], [-0.9493, 6.6158, -7.4170], [-2.2816, 7.3403, -7.9104], [0.4667, 4.4204, -5.6182], [-0.1383, 7.2037, -7.8467], [-0.9804, 6.7084, -6.3313], [-2.4547, 7.2882, -8.9853], [-2.2287, 8.3847, -7.6028], [-3.1359, 6.8423, -7.4519], [0.6224, 5.4310, -5.2405], [1.2297, 3.7362, -5.2470], [-0.5559, 4.0625, -5.4987], [-5.5434, -0.6052, 8.7950], [-5.4511, 0.8586, 8.7502], [-4.8980, 1.6086, 9.8303], [-4.8462, 1.2285, 7.2924], [-3.8532, 0.4011, 6.7814], [-3.4256, 0.8279, 5.3993], [-7.1150, 1.5935, 8.1562], [-4.2802, -0.6015, 6.8027], [-2.9613, 0.3068, 7.4009], [-2.7773, 1.7039, 5.4182], [-4.3395, 1.0793, 4.8611], [-2.7321, 0.1810, 4.8619], [-7.8864, 1.4950, 8.9199], [-7.3454, 0.8581, 7.3853], [-7.0011, 2.6442, 7.8894], [-0.2905, -4.7249, 3.4028], [-0.3601, -5.7484, 4.4334], [0.9445, -6.4544, 4.7220], [-0.7990, -4.9660, 5.9068], [-0.7588, -5.7733, 7.0609], [-0.8591, -4.7047, 8.2163], [-1.7431, -6.9967, 4.2246], [0.2304, -6.2298, 7.0256], [-1.5720, -6.4789, 7.2307], [-1.9173, -4.4433, 8.2217], [-0.2834, -3.8224, 7.9367], [-0.6102, -5.1605, 9.1746], [-2.7041, -6.6709, 4.6227], [-1.3656, -7.9253, 4.6526], [-1.8187, -7.1896, 3.1544], [-5.0588, -3.6573, 0.4876], [-5.0553, -2.7644, -0.6676], [-6.2965, -2.1006, -1.1599], [-3.9569, -1.5879, -0.2320], [-3.6814, -0.5280, -1.1997], [-4.0859, 0.8657, -0.5967], [-4.3796, -3.6694, -2.1024], [-4.2877, -0.8072, -2.0615], [-2.6443, -0.5405, -1.5350], [-3.4178, 1.1924, 0.2002], [-5.0430, 0.6861, -0.1070], [-4.1726, 1.6512, -1.3474], [-4.9185, -4.6121, -2.1975], [-3.3673, -3.7832, -1.7146], [-4.3572, -3.0742, -3.0153], [1.6592, -1.4635, -6.3326], [0.2111, -1.6665, -5.9275], [-0.4298, -0.6530, -5.6430], [-0.2487, -2.8327, -6.0851], [1.9029, -0.4906, -5.9060], [1.6463, -1.5967, -7.4144], [2.1026, -2.2951, -5.7849], [6.1408, 5.4730, -2.8891], [6.4363, 4.0526, -2.7766], [5.5137, 3.2536, -2.9569], [7.5879, 3.7288, -2.3876], [5.7161, 5.6575, -3.8758], [7.1367, 5.9148, -2.8550], [5.5745, 5.7757, -2.0082]],
  "forces_ev_per_a": [[-1.2186, -0.8765, 0.3655], [0.6710, 0.4555, -0.0542], [0.0546, 0.0865, 0.0650], [0.3091, 0.4385, -0.0125], [0.0075, -0.5021, 0.1453], [0.1974, 0.4520, -0.4726], [2.7561, 0.1495, 1.1484], [-1.6246, 0.3090, -1.0664], [-0.4985, -0.2980, -0.2602], [0.4373, -0.5508, 0.6831], [-1.1006, 0.3867, -0.6297], [0.0365, -0.0638, 0.0724], [1.0199, 0.0552, -1.8093], [0.0345, -0.3288, 0.8996], [-0.5844, 0.2171, 0.6090], [0.0248, -0.5635, -0.0310], [-0.3156, 0.4589, 0.2074], [-0.1845, 0.1694, 0.1032], [-0.7282, 0.6785, -0.9778], [0.3049, -0.0419, 0.8726], [-0.4292, 0.1825, 0.0994], [0.7681, -0.7876, -0.1377], [0.1470, -0.0961, 0.0675], [-0.0951, 0.0914, 0.1033], [-0.4748, 2.3696, 1.5990], [-0.4989, -0.4424, 0.3226], [-0.9688, -0.1794, -0.1371], [1.4781, -2.4443, -0.5582], [-1.0828, 2.7390, -0.3808], [0.7758, -1.5472, 0.2846], [-0.0865, -0.3573, -1.9222], [0.2947, -0.0543, 0.3043], [0.3058, -0.0012, 0.1385], [0.3931, -0.0073, -0.0312], [-0.0060, -0.1108, 0.0701], [-0.0698, 0.2011, 0.1481], [-0.0692, -0.1595, -0.1331], [-0.1881, 0.0146, -0.0678], [0.2134, -0.0509, 0.3936], [0.2412, 2.1408, 0.3242], [-2.9167, -0.6577, -1.8003], [0.3566, -0.1992, -0.3124], [-0.0245, 1.4042, 1.2946], [1.6634, -2.3739, -0.4559], [0.0137, 1.0508, -0.0797], [0.9965, -1.4169, 1.3593], [0.1048, -0.2011, -0.4641], [-0.0376, 0.4628, 0.4814], [-0.4366, 0.5773, 0.4135], [0.2865, -0.1716, -0.5485], [-0.7290, -0.8739, 0.1538], [0.3056, -0.0069, 0.2689], [-0.0639, 0.6283, -0.3520], [0.2456, -0.3807, -0.2916], [-1.0360, -1.3686, 1.4850], [3.0819, -0.0133, 1.7147], [-3.9257, 1.2916, -0.6857], [-0.5269, -0.8665, -3.6207], [1.3945, 1.3599, 1.8910], [-0.6060, -1.2181, -1.1717], [1.1811, 0.3498, -0.4379], [-0.1986, -0.5200, 0.4742], [-0.0571, -0.1856, -0.7016], [0.0350, 0.3329, 0.2886], [0.1729, -0.2054, 0.3644], [0.2087, 0.2624, -0.0391], [0.3635, 0.2152, 0.0998], [-0.0962, 0.2493, 0.3692], [0.0042, 0.3490, -0.0431], [0.0048, 1.3800, -1.8275], [-2.2006, 1.1128, 0.1334], [2.7106, -1.2808, 1.3572], [-0.3869, -1.2200, -0.7029], [-0.8672, 0.7123, -0.0132], [-0.1170, -1.5585, 0.0669], [0.7874, 0.9212, 1.3707], [-0.0923, 0.6876, -0.2098], [0.1233, -0.3161, 0.4365], [0.2771, -0.1297, -0.2036], [-0.2000, 0.2900, -0.2106], [0.0343, -0.2028, -0.0539], [0.0477, 0.2346, 0.1259], [0.2017, -0.6378, -0.5083], [-0.2876, 0.0077, 0.2286], [-1.3836, -0.6564, 1.4042], [-1.5658, -0.6870, -1.3833], [0.6045, -1.8375, 0.0138], [0.8949, 2.9196, 0.8374], [0.3481, -0.1507, -0.5873], [0.3993, 0.2485, 0.2245], [0.6770, 0.1895, -0.4796], [1.3054, 0.7044, -0.3860], [0.8465, -2.6621, 1.3796], [1.2687, 0.9826, -0.0280], [-2.4130, 0.6298, -1.0604], [-0.4706, 0.0212, 0.4261], [-0.2693, 0.3562, 0.0657], [-0.2840, -0.0646, -0.4153]],
  "lowdin_charge": [-0.179, -0.119, 0.084, 0.078, 0.072, 0.071, -0.212, -0.100, 0.078, 0.072, 0.077, 0.077, -0.144, -0.141, 0.073, 0.078, 0.071, 0.063, -0.146, -0.144, 0.076, 0.074, 0.075, 0.066, -0.296, 0.695, -0.307, -0.266, -0.314, -0.048, -0.084, 0.111, 0.104, 0.071, 0.073, 0.068, 0.058, 0.066, 0.067, -0.306, 0.665, -0.274, -0.280, -0.322, -0.062, -0.077, 0.110, 0.125, 0.074, 0.083, 0.083, 0.057, 0.058, 0.065, -0.300, 0.742, -0.343, -0.289, -0.302, -0.051, -0.093, 0.104, 0.113, 0.070, 0.078, 0.074, 0.071, 0.063, 0.062, -0.303, 0.679, -0.332, -0.280, -0.239, -0.048, -0.105, 0.092, 0.112, 0.070, 0.073, 0.075, 0.074, 0.063, 0.069, 0.057, -0.417, 0.049, 0.019, 0.094, 0.105, 0.094, 0.030, -0.428, 0.049, 0.036, 0.106, 0.097, 0.111],
  "charge": 0
}

The ΔE to the lowest compared entry with this formula, charge and spin results, record by record, are as follows: 200.6 23.6 111.6 kcal/mol.